Density functional theory data (the ωB97M-V functional and the def2-TZVPD basis) for one molecule with the formula C4H12BNO in a non-equilibrium geometry.

Structure (XYZ):
```
19
Properties=species:S:1:pos:R:3:lowdin_charge:R:1
C -1.09255 -1.56254 0.84755 -0.100
C -1.46274 -0.24155 0.15989 -0.216
C -0.20530 0.73906 0.11186 -0.222
C -0.51974 1.97520 -0.90800 -0.082
B 1.24607 -0.00379 -0.25263 -0.680
N 2.04422 -0.56038 0.75682 0.188
O 1.52941 -0.20430 -1.53082 0.176
H -0.05381 -1.36057 1.07559 0.028
H -1.19165 -2.40491 0.09648 0.098
H -1.68899 -1.82178 1.67851 0.049
H -1.64795 -0.36699 -0.90171 0.101
H -2.36726 0.04824 0.64869 0.090
H -0.01665 1.24927 0.99090 0.073
H -0.22900 1.72854 -1.91644 0.042
H 0.15996 2.91665 -0.67295 0.101
H -1.57854 2.32166 -0.78968 0.072
H 1.88029 -0.58918 1.70347 0.042
H 2.77156 -1.32231 0.58655 0.128
H 2.42266 -0.54033 -1.68408 0.112
```

Its relative energy (zero: lowest compared OMol25 entry of this formula, charge and spin) is 1.193 eV. The total energy comes out at -314.503010 Eh. The LUMO energy comes out at 0.48 eV. As for the HOMO energy: -10.0 eV. As for the charge: 0. The value obtained for the largest force on an atom is 3.8 eV/Å. As for the SMILES: CC[C@H](C)B(N)O. The value obtained for the frontier orbital gap is 10.45 eV.

Density functional theory data (the ωB97M-V functional and the def2-TZVPD basis) for an isolated ion of composition C4H12BrN2 and charge +1 in a non-equilibrium geometry.

Structure (XYZ):
```
19
Properties=species:S:1:pos:R:3:lowdin_charge:R:1
C -0.08273 1.44117 -0.17393 -0.034
N 0.63565 0.16480 -0.14379 -0.437
C 1.22347 0.04216 1.22659 0.034
N 1.73120 0.05599 -1.03417 0.136
C -0.39092 -0.94536 -0.39413 -0.059
C -2.05902 -0.93861 0.47848 -0.430
Br -3.16943 0.27640 -0.61412 0.670
H -0.64593 1.55296 -1.14034 0.098
H -0.77199 1.33878 0.71252 0.112
H 0.66300 2.24557 -0.24957 0.123
H 2.06182 -0.72641 1.16368 0.145
H 1.75171 0.99954 1.32799 0.119
H 0.42394 -0.07025 1.84057 0.061
H 1.65298 0.58006 -1.86630 0.106
H 2.05935 -0.81053 -1.36162 0.107
H -0.78007 -0.78197 -1.36640 0.063
H 0.15867 -1.84710 -0.29115 0.101
H -1.94005 -0.67749 1.54598 0.053
H -2.52167 -1.89970 0.33972 0.029
```

Its relative energy (zero: lowest compared OMol25 entry of this formula, charge and spin) is 2.436 eV. The total energy comes out at -2842.768195 Eh. The LUMO energy comes out at -2.84 eV. As for the HOMO energy: -14.1 eV. As for the charge: +1. The value obtained for the largest force on an atom is 4.7 eV/Å. As for the SMILES: C[N+](C)(N)CCBr. The value obtained for the frontier orbital gap is 11.23 eV.

Density functional theory data (the ωB97M-V functional and the def2-TZVPD basis) for a 2-piece molecular cluster, C4H12Cl2N3O2S overall in a non-equilibrium geometry.

Structure (XYZ):
```
24
Properties=species:S:1:pos:R:3:lowdin_charge:R:1
C -0.21733 1.63603 -0.19854 -0.204
C 0.99720 -0.86762 -1.36023 0.038
C 0.96763 2.47959 0.21248 -0.469
C 1.33948 -2.07222 -0.67629 -0.642
N 0.31047 -0.01702 1.47914 0.058
N -2.69531 0.04663 0.86948 -0.027
N -0.18135 0.21408 0.26554 -0.335
O -1.91377 -0.16318 -1.49211 -0.251
O -1.37979 -1.99236 0.23446 -0.267
S -1.60864 -0.62937 -0.16294 0.621
Cl 2.60574 1.77959 -0.19941 0.610
Cl 2.49183 -2.10828 0.68291 0.628
H -0.48545 1.50733 -1.27594 0.132
H -1.09764 1.94364 0.39676 0.131
H 0.14846 -1.07416 -2.08140 0.121
H 1.66453 -0.00184 -1.52540 0.044
H 1.02300 2.38401 1.29761 0.064
H 0.81323 3.51772 0.03350 0.088
H 1.76148 -2.82930 -1.49548 0.163
H 0.30392 -2.58235 -0.32904 0.112
H 1.33054 0.06457 1.63143 0.083
H 0.24623 -0.95104 1.80669 0.076
H -3.43509 0.33235 0.23896 0.086
H -2.98936 -0.61679 1.64784 0.138
```

Its relative energy (zero: lowest compared OMol25 entry of this formula, charge and spin) is 1.055 eV. The total energy comes out at -1792.521140 Eh. The LUMO energy (spin up / spin down) comes out at -5.11 / -5.11 eV. As for the HOMO energy (spin up / spin down): -13.3 / -13.3 eV. As for the charge: +1. The value obtained for the largest force on an atom is 5.2 eV/Å. The value obtained for the frontier orbital gap (spin up / spin down) is 8.23 / 8.23 eV.

Density functional theory data (the ωB97M-V functional and the def2-TZVPD basis) for a 2-piece molecular cluster, C4H12ClN2Si overall in a non-equilibrium geometry.

Structure (XYZ):
```
20
Properties=species:S:1:pos:R:3:lowdin_charge:R:1
C -2.05500 0.56165 -0.01573 -0.567
C -1.69256 -0.64835 -2.01552 -0.157
C 0.74005 1.66256 1.85624 -0.047
C 1.32269 -0.41020 0.76805 -0.200
N -1.29802 0.13388 -0.91299 -0.124
N 1.27956 0.87740 0.84038 -0.044
Si 2.00379 -1.70691 -0.58030 0.778
Cl -3.77942 0.09601 0.18069 0.598
H -1.01513 -1.45344 -2.01755 0.038
H -1.57974 0.02936 -2.96365 0.131
H -2.82134 -0.90946 -2.05066 0.085
H -0.33419 1.58137 1.92426 0.070
H 0.97638 1.28591 2.87840 0.134
H 1.09691 2.64162 1.73408 0.097
H 1.00963 -0.95418 1.61591 0.077
H 1.39079 1.25979 -0.12776 0.185
H -1.55636 1.15652 0.82039 0.061
H 1.74379 -1.13421 -1.96795 -0.035
H 1.29831 -2.83882 -0.03408 -0.052
H 3.26987 -1.23049 0.06780 -0.027
```

Its relative energy (zero: lowest compared OMol25 entry of this formula, charge and spin) is 2.315 eV. The total energy comes out at -1018.437875 Eh. The LUMO energy comes out at -4.53 eV. As for the HOMO energy: -13.5 eV. As for the charge: +1. The value obtained for the largest force on an atom is 4.6 eV/Å. The value obtained for the frontier orbital gap is 8.94 eV.

Density functional theory data (the ωB97M-V functional and the def2-TZVPD basis) for C4H12CsO2 as an isolated structure.

Structure (XYZ):
```
19
Properties=species:S:1:pos:R:3:lowdin_charge:R:1
Cs -13.49765 8.48037 -23.13204 1.144
C -15.20772 6.19790 -27.42770 -0.066
C -14.42932 7.48518 -27.28660 -0.278
O -13.81777 7.58585 -25.97666 -0.235
H -16.06766 6.18551 -26.75313 0.074
H -14.58160 5.34119 -27.17433 0.085
H -15.56906 6.08830 -28.44810 0.089
H -15.08326 8.34793 -27.39990 0.096
H -13.66464 7.55878 -28.06018 0.124
H -12.91314 7.27800 -26.09018 0.077
C -17.17586 9.68708 -26.05892 -0.063
C -16.49841 9.71921 -24.70826 -0.316
O -16.27325 8.41444 -24.17654 -0.222
H -18.24069 9.90904 -25.98511 0.087
H -17.10873 8.69104 -26.50610 0.069
H -16.73814 10.38533 -26.77065 0.086
H -17.12297 10.27746 -24.01793 0.121
H -15.52423 10.22723 -24.81016 0.090
H -16.02696 7.85180 -24.91978 0.039
```

Its relative energy (zero: lowest compared OMol25 entry of this formula, charge and spin) is 0.281 eV. The total energy comes out at -330.013570 Eh. The LUMO energy comes out at -3.40 eV. As for the HOMO energy: -14.1 eV. As for the charge: +1. The value obtained for the largest force on an atom is 0.7 eV/Å. The value obtained for the frontier orbital gap is 10.70 eV.

Density functional theory data (the ωB97M-V functional and the def2-TZVPD basis) for C4H12F4HfO4 as an isolated structure in a non-equilibrium geometry.

Structure (XYZ):
```
25
Properties=species:S:1:pos:R:3:lowdin_charge:R:1
Hf 0.04984 0.01931 -0.00610 0.994
F 0.17719 1.68756 -0.67090 -0.325
F -1.40251 0.53126 0.85988 -0.298
F -0.19872 -1.73341 -0.11110 -0.311
F 1.80560 -0.19686 -0.21721 -0.320
C -1.55475 -0.57539 -2.01240 -0.179
C -0.14066 -0.74802 -2.60925 -0.223
O 0.82383 -0.15293 -1.84801 -0.121
O -1.60233 -0.03616 -0.74719 -0.186
H -2.12407 -1.50380 -2.05743 0.135
H -1.99567 0.14556 -2.70083 0.127
H -0.18851 -0.33582 -3.61717 0.125
H -0.02917 -1.81495 -2.80252 0.126
H 1.48929 0.07157 -2.50249 0.162
H -2.50232 0.27678 -0.63022 0.178
C 1.02118 1.20750 2.18466 -0.173
C 0.52483 -0.16490 2.58725 -0.166
O 0.29513 -1.13900 1.52668 -0.153
O 0.60990 1.53427 0.87527 -0.225
H 2.08337 1.18291 2.42804 0.123
H 0.64100 1.98737 2.84449 0.132
H -0.30605 -0.18622 3.29243 0.127
H 1.36774 -0.58957 3.13247 0.122
H 0.44208 -1.95142 2.01655 0.154
H 0.71381 2.48437 0.78509 0.174
```

Its relative energy (zero: lowest compared OMol25 entry of this formula, charge and spin) is 16.608 eV. The total energy comes out at -907.633864 Eh. The LUMO energy comes out at 0.65 eV. As for the HOMO energy: -9.0 eV. As for the charge: 0. The value obtained for the largest force on an atom is 18.5 eV/Å. The value obtained for the frontier orbital gap is 9.63 eV.

Density functional theory data (the ωB97M-V functional and the def2-TZVPD basis) for a 2-piece molecular cluster, C4H12FN2 overall in a non-equilibrium geometry.

Structure (XYZ):
```
19
Properties=species:S:1:pos:R:3:lowdin_charge:R:1
C 2.62907 -0.73261 -0.70117 -0.012
C -2.56525 0.54162 -0.32957 -0.023
C 1.77845 0.37492 0.05527 -0.186
C -0.32558 -0.39098 0.02997 -0.149
N -0.81582 -0.91494 1.25733 0.048
N -1.12827 0.98237 -0.20842 0.007
F 2.09144 0.51490 1.31662 0.039
H 2.66870 -1.57214 -0.12026 0.044
H 3.62860 -0.29630 -0.63367 0.097
H 2.14546 -0.97743 -1.59536 0.060
H -2.72168 -0.33790 0.22583 0.058
H -3.20818 1.32125 0.25369 0.141
H -2.72856 0.52778 -1.39274 0.097
H 1.81347 1.37470 -0.34185 0.109
H -0.53024 -0.96482 -0.80942 0.099
H -0.48083 -0.44010 2.06995 0.087
H -0.51967 -1.89495 1.35482 0.121
H -1.01806 1.60193 0.66384 0.203
H -0.71306 1.28270 -1.09485 0.159
```

Its relative energy (zero: lowest compared OMol25 entry of this formula, charge and spin) is 1.899 eV. The total energy comes out at -368.617000 Eh. The LUMO energy comes out at -3.29 eV. As for the HOMO energy: -13.0 eV. As for the charge: +1. The value obtained for the largest force on an atom is 5.7 eV/Å. The value obtained for the frontier orbital gap is 9.68 eV.

Density functional theory data (the ωB97M-V functional and the def2-TZVPD basis) for an isolated ion of composition C4H12IN2 and charge +1 in a non-equilibrium geometry.

Structure (XYZ):
```
19
Properties=species:S:1:pos:R:3:lowdin_charge:R:1
C -0.13784 1.99222 -1.23081 -0.039
C 0.02926 0.13578 1.69793 -0.064
C -0.35108 0.46667 -1.12593 -0.177
C 0.31555 -1.03856 0.59645 -0.973
N -0.80818 -1.79296 0.40919 0.057
N 0.78756 -0.40342 -0.65444 0.022
I 2.17077 -2.10063 1.40987 0.964
H -0.40100 2.48290 -0.35715 0.054
H 0.83010 2.23348 -1.48067 0.056
H -0.86096 2.25852 -2.00003 0.099
H 0.38150 1.03533 1.44213 0.018
H 0.37797 -0.15605 2.63132 0.017
H -1.13588 0.25726 1.82820 0.132
H -0.74475 0.05343 -2.15138 0.165
H -1.25041 0.38067 -0.49721 0.109
H -0.59758 -2.63594 -0.20600 0.127
H -1.38718 -1.95259 1.31386 0.164
H 1.68660 0.00741 -0.44524 0.128
H 1.09554 -1.22354 -1.18013 0.141
```

Its relative energy (zero: lowest compared OMol25 entry of this formula, charge and spin) is 0.289 eV. The total energy comes out at -566.373732 Eh. The LUMO energy (spin up / spin down) comes out at -3.02 / -7.50 eV. As for the HOMO energy (spin up / spin down): -9.9 / -13.7 eV. As for the charge: +1. The value obtained for the largest force on an atom is 6.2 eV/Å. The value obtained for the frontier orbital gap (spin up / spin down) is 6.89 / 6.17 eV. The multiplicity is 3.